Entry 1:
A molecular structure, C5H10O2 at a distorted geometry, computed with ωB97M-V/def2-TZVPD.

Geometry as XYZ:
```
17
Properties=species:S:1:pos:R:3:forces:R:3:lowdin_charge:R:1
O 2.150465 0.794116 0.353964 0.2 0.1 0.0 -0.092
C 1.818055 -0.486941 -0.154447 -0.1 -0.3 -0.3 -0.286
C 0.324434 -0.676817 -0.173140 1.2 -0.5 -0.6 -0.097
C -0.566346 0.440791 -0.194811 -0.9 0.1 0.4 -0.305
C -1.870201 0.334013 -1.049883 0.1 0.0 -0.5 -0.104
O -2.696700 0.066358 0.098306 -0.2 0.0 -0.3 -0.057
C -1.579756 0.064333 0.884466 -0.3 0.2 0.7 -0.133
H 3.078696 0.958629 0.148622 -0.2 0.0 0.1 0.091
H 2.333384 -1.284644 0.406045 -0.2 0.1 0.0 0.113
H 2.173647 -0.560340 -1.203188 0.0 0.0 0.2 0.120
H 0.488799 -0.119149 2.122031 0.0 0.2 0.3 0.074
H -0.033441 -1.660355 -0.461886 0.0 0.1 0.0 0.115
H -0.096502 1.422917 -0.121591 -0.1 -0.2 0.0 0.144
H -1.868527 -0.553138 -1.683725 0.0 0.2 -0.1 0.122
H -2.181687 1.224375 -1.602274 0.0 -0.1 0.1 0.122
H 0.014387 0.352523 2.468522 0.3 -0.1 0.1 0.089
H -1.526476 -0.731091 1.629273 0.1 0.2 -0.1 0.084
```
Forces are in eV/Å.

LUMO level (spin up / spin down)   0.834 / 0.610 eV
Kohn-Sham gap (spin up / spin down)   8.26 / 7.70 eV

Entry 2:
11 unconnected molecules or ions with the total composition C38H106N8O14 at a distorted geometry, computed with ωB97M-V/def2-TZVPD.

Geometry as XYZ:
```
166
Properties=species:S:1:pos:R:3:forces:R:3:lowdin_charge:R:1
C 4.533940 -0.147752 -3.977963 0.9 0.5 0.6 -0.127
O 3.356327 -0.727580 -4.450550 0.0 -0.2 0.5 -0.182
C 2.169875 -0.277343 -3.812314 -1.1 -1.0 -0.5 -0.192
C 1.119485 -0.038868 -4.915315 -0.6 0.6 -0.4 -0.420
C 1.593619 0.945371 -5.985722 0.5 -0.7 -0.2 -0.060
N -0.239438 0.308521 -4.458721 0.5 0.5 0.9 0.053
H 4.501690 0.216439 -2.942971 -0.5 -0.1 0.0 0.081
H 4.842213 0.715225 -4.577652 0.0 0.0 -0.2 0.084
H 5.358159 -0.863049 -3.940493 -0.1 -0.2 -0.5 0.083
H 1.685149 -1.101359 -3.263653 0.6 0.0 0.4 0.114
H 2.373450 0.499223 -3.075523 -0.2 0.4 -0.4 0.101
H 0.962534 -1.008960 -5.402686 0.5 0.0 -0.1 0.137
H 1.587870 1.992261 -5.685981 -0.1 0.0 0.2 0.053
H 1.040732 0.812396 -6.916336 -0.3 0.2 0.2 0.074
H 2.618632 0.654867 -6.233205 0.1 0.3 0.0 0.069
H -0.177809 1.033265 -3.728640 -0.1 -0.2 -0.4 0.031
H -0.672239 -0.480705 -3.988021 0.0 -0.1 -0.1 0.049
C 4.096811 1.630256 4.354873 0.4 0.1 -0.6 -0.099
O 4.187648 0.310839 4.809013 -0.2 -0.1 1.0 -0.171
C 4.093042 -0.687799 3.848926 -0.3 -0.3 -1.5 -0.230
C 3.590142 -2.018543 4.432689 1.0 0.1 0.5 -0.401
C 2.333195 -1.842191 5.255223 -1.1 1.5 -0.1 -0.070
N 4.644213 -2.626554 5.270287 -1.0 -0.1 -0.2 0.047
H 4.861344 1.800684 3.584598 -0.2 0.2 0.0 0.085
H 4.283940 2.313753 5.183047 0.0 -0.2 0.1 0.094
H 3.106950 1.855749 3.931630 0.0 -0.1 0.0 0.077
H 3.493981 -0.402597 2.973185 -0.7 0.4 0.5 0.094
H 5.040112 -0.847293 3.311702 0.5 -0.2 0.6 0.128
H 3.456025 -2.653932 3.552524 -0.3 -0.2 0.2 0.134
H 1.679593 -1.133253 4.725963 -0.2 -0.3 -0.2 0.053
H 2.478965 -1.286125 6.185603 0.7 -0.2 0.0 0.082
H 1.730783 -2.706051 5.529142 0.4 -0.4 -0.4 0.074
H 5.195752 -3.248687 4.698065 0.6 0.3 0.2 0.054
H 5.142139 -1.856177 5.695925 0.6 -0.4 0.0 0.069
C 0.170949 -3.573933 -1.054581 0.9 0.3 -0.4 -0.106
O -0.747606 -4.425460 -0.416408 0.2 0.1 0.0 -0.203
C -1.369110 -5.299523 -1.339651 -0.1 0.0 -0.1 -0.210
C -2.257690 -6.306271 -0.579845 0.2 0.3 -0.6 -0.426
C -1.350333 -7.377201 -0.012896 0.1 -1.0 1.1 -0.069
N -3.256609 -6.898387 -1.475987 0.6 -0.7 -0.6 0.035
H -0.244060 -3.229562 -2.008698 0.0 0.3 0.1 0.087
H 1.152500 -4.028747 -1.273090 -0.4 -0.6 -0.1 0.091
H 0.501121 -2.739469 -0.430148 -0.8 0.1 0.2 0.068
H -1.906835 -4.740499 -2.120152 -0.4 0.3 0.4 0.110
H -0.616311 -5.830386 -1.945451 0.1 -0.2 0.4 0.127
H -2.843227 -5.836395 0.211304 0.4 0.3 0.1 0.123
H -0.658706 -7.784739 -0.754591 -0.2 0.0 -0.2 0.078
H -1.893515 -8.207891 0.450414 -0.3 0.0 -0.5 0.080
H -0.718069 -7.092705 0.833816 0.0 0.8 -0.3 0.079
H -2.753690 -7.504431 -2.127970 -0.3 -0.1 0.1 0.073
H -3.679269 -6.199667 -2.079537 -0.1 0.2 0.3 0.060
C -4.759226 2.364681 -0.417640 -0.3 0.2 0.5 -0.126
O -5.389928 2.316648 -1.669515 0.5 -0.4 0.0 -0.189
C -5.376381 3.526570 -2.403704 -0.9 -1.5 -0.4 -0.210
C -4.106590 3.904448 -3.131216 1.1 1.4 -0.4 -0.409
C -4.436695 5.179107 -3.997058 -0.3 0.0 1.9 -0.038
N -3.473299 2.863320 -3.932528 -0.3 -0.4 -0.8 0.052
H -5.093538 1.508503 0.173490 -0.1 0.0 -0.1 0.091
H -5.102074 3.265653 0.102124 0.3 0.1 0.2 0.088
H -3.666996 2.303866 -0.431176 0.0 0.3 -0.3 0.069
H -6.135729 3.297466 -3.161607 0.0 0.4 -0.1 0.134
H -5.786490 4.312860 -1.760799 0.4 0.4 -0.1 0.126
H -3.296834 4.159313 -2.432664 -0.4 0.2 0.3 0.123
H -5.432387 5.533589 -3.706354 -0.2 -0.2 -0.5 0.065
H -4.372763 4.963545 -5.057151 0.0 0.2 -0.1 0.070
H -3.819329 6.014268 -3.664489 0.4 -0.1 -0.6 0.072
H -3.935180 2.812695 -4.843713 -0.4 -0.4 0.4 0.080
H -2.566387 3.214807 -4.242411 0.0 0.0 0.6 0.029
C -0.892826 4.355655 -5.713595 -0.7 -1.5 -0.8 -0.115
O -0.982749 4.597402 -4.334434 0.4 -0.4 0.2 -0.204
C 0.241767 4.366361 -3.638159 0.1 -0.1 -0.1 -0.172
C -0.010578 3.952279 -2.193433 -0.1 1.6 0.3 -0.434
C 1.209923 4.094797 -1.303125 0.8 -0.9 1.3 -0.070
N -0.555235 2.613934 -2.183268 -0.2 -0.8 0.5 0.075
H -0.393316 3.412338 -5.987038 0.5 0.2 0.6 0.081
H -0.456188 5.129052 -6.348154 -0.1 0.4 0.4 0.092
H -1.902531 4.075724 -6.033456 -0.1 0.8 -0.2 0.079
H 0.764956 3.489598 -4.036704 0.0 0.1 -0.4 0.110
H 0.850199 5.263064 -3.801892 0.2 -0.1 0.6 0.134
H -0.674953 4.664307 -1.676423 -0.4 0.1 -0.6 0.136
H 1.627145 5.091504 -1.152173 -0.4 0.3 -0.5 0.080
H 2.084015 3.453109 -1.473706 -0.3 -0.2 -0.6 0.077
H 0.876707 3.784494 -0.301428 0.1 0.0 -0.1 0.070
H -0.645609 2.240795 -1.238314 0.3 0.2 0.0 0.059
H -1.508175 2.571263 -2.537858 0.2 0.3 -0.3 0.038
C -2.090915 5.243203 2.495194 -0.8 1.4 0.3 -0.123
O -2.286659 3.895931 2.786611 0.0 -0.6 -0.1 -0.165
C -1.267600 3.343255 3.572146 1.1 0.8 0.8 -0.234
C -1.595998 1.989918 4.084314 -1.5 -3.0 0.7 -0.403
C -0.519979 1.340514 4.975931 -0.1 0.1 -0.1 -0.040
N -1.961342 1.044187 2.994567 0.5 1.5 -1.2 0.063
H -2.313416 5.919216 3.339785 0.2 -0.5 0.4 0.091
H -2.867100 5.551851 1.791128 0.4 -0.3 -0.4 0.089
H -1.091130 5.532989 2.159758 0.0 -0.5 -0.3 0.090
H -0.292406 3.372923 3.062548 -0.1 -0.2 -0.4 0.130
H -1.090321 3.947000 4.476312 -0.2 0.2 0.0 0.139
H -2.496590 2.034446 4.713323 0.1 0.6 0.1 0.133
H -0.772362 1.510481 6.023796 0.6 0.5 0.0 0.081
H 0.479022 1.666592 4.676977 0.1 0.2 0.4 0.068
H -0.495411 0.250593 4.922995 -0.3 0.0 -0.5 0.059
H -2.567821 1.589648 2.381318 -0.1 -0.4 -0.1 0.077
H -2.474087 0.207267 3.244317 0.3 0.0 0.5 0.076
C -3.499712 -3.010476 -4.491884 -1.3 -0.1 -1.4 -0.146
O -3.043231 -2.137091 -3.511425 0.1 -1.1 1.0 -0.192
C -4.063727 -1.249364 -3.088075 0.0 2.4 -0.8 -0.204
C -3.924114 -0.791671 -1.632080 1.4 -1.3 -0.5 -0.389
C -2.642802 -0.017678 -1.397535 1.2 -0.7 1.0 -0.076
N -3.893961 -2.025181 -0.816994 -0.1 0.5 0.8 0.058
H -3.986234 -2.441266 -5.301196 0.3 0.1 -0.1 0.089
H -4.308269 -3.700145 -4.202094 0.1 0.1 0.7 0.084
H -2.751891 -3.642826 -4.964643 0.6 0.3 0.4 0.084
H -3.908936 -0.401854 -3.780599 -0.6 0.2 0.4 0.128
H -5.105574 -1.565361 -3.219135 0.3 -0.8 -0.2 0.127
H -4.693311 -0.077713 -1.347585 -0.6 -0.5 -0.3 0.108
H -1.736141 -0.641680 -1.326778 -0.2 -0.3 -1.0 0.078
H -2.568236 0.302775 -0.350509 -0.6 0.8 -0.2 0.068
H -2.498492 0.757904 -2.143710 -0.1 0.2 0.2 0.056
H -2.936267 -2.352830 -0.779351 0.0 -0.1 0.0 0.048
H -4.423218 -2.780676 -1.233662 -0.2 0.1 0.0 0.064
C -2.799791 -1.450011 5.891112 -0.7 0.0 -0.2 -0.115
O -2.300486 -1.896523 4.656886 -0.5 -0.2 -0.6 -0.214
C -2.021168 -3.287041 4.604307 1.3 0.1 1.4 -0.207
C -1.363865 -3.710182 3.303802 -0.8 -0.8 0.0 -0.415
C -0.397014 -2.706446 2.700325 0.2 -0.7 1.0 -0.047
N -2.403804 -4.150366 2.342331 0.4 0.6 0.5 0.059
H -3.125985 -0.421013 5.721595 0.2 0.0 0.3 0.079
H -2.063105 -1.509773 6.701227 0.0 0.0 -0.1 0.093
H -3.705705 -2.003559 6.174422 0.2 -0.1 0.1 0.093
H -1.320057 -3.464543 5.440138 0.4 0.0 -0.2 0.120
H -2.819148 -3.981311 4.893182 -0.7 0.5 -0.6 0.128
H -0.815016 -4.601930 3.630821 0.1 0.0 -0.4 0.136
H -0.903437 -1.808791 2.361876 0.0 0.0 -0.1 0.065
H 0.130722 -3.228007 1.901954 0.0 0.3 -0.2 0.072
H 0.323726 -2.466853 3.486851 0.1 0.4 -0.2 0.063
H -2.926617 -3.290944 2.175450 -0.3 -0.3 -0.5 0.072
H -1.919803 -4.373329 1.475717 -0.2 0.1 -0.1 0.028
O 4.669940 2.715895 1.074933 -0.1 0.1 0.1 -0.085
C 4.036783 3.912047 1.543936 0.5 0.0 -0.2 -0.227
C 5.122390 4.924952 1.923101 0.0 -0.7 -0.3 -0.232
O 5.874093 5.175015 0.742690 0.0 0.7 0.0 -0.069
H 4.579477 2.701751 0.118665 0.1 -0.1 0.0 0.085
H 3.478675 4.363435 0.721871 -0.2 0.0 0.1 0.105
H 3.339793 3.632131 2.334423 0.1 0.2 0.2 0.102
H 5.817565 4.558784 2.682845 -0.3 -0.2 0.2 0.118
H 4.669783 5.847218 2.284801 0.1 0.2 -0.2 0.118
H 6.467511 4.433557 0.599401 -0.1 -0.1 0.1 0.082
O 0.037730 1.182580 0.927291 0.2 0.4 0.0 -0.117
C 0.844225 0.068549 1.340519 -0.5 0.9 0.1 -0.234
C 2.196118 0.079032 0.660158 -0.7 -0.4 0.7 -0.233
O 1.999614 0.065925 -0.748799 0.1 0.3 0.5 -0.066
H -0.580741 1.344463 1.679323 0.0 -0.4 -0.5 0.032
H 0.932317 0.193628 2.426300 0.2 -0.8 0.0 0.112
H 0.317679 -0.840873 1.036814 0.2 -0.1 0.3 0.087
H 2.639087 -0.863260 1.005566 0.4 0.0 -0.5 0.106
H 2.824066 0.893695 1.042973 0.0 0.1 -0.4 0.102
H 1.189780 0.587997 -0.866393 0.2 0.0 -0.3 0.064
O 5.841298 -4.504548 2.082360 -0.6 -0.4 -0.3 -0.082
C 5.893680 -4.659991 0.651896 0.2 0.7 0.0 -0.226
C 4.939229 -3.662173 -0.001966 0.6 -0.2 -0.2 -0.247
O 5.332075 -2.350198 0.342128 -0.5 0.3 0.2 -0.063
H 6.576005 -5.022100 2.423263 -0.1 0.1 0.2 0.082
H 6.919796 -4.377298 0.409780 0.0 -0.1 -0.7 0.118
H 5.688167 -5.668781 0.285865 -0.1 -0.2 0.3 0.116
H 3.885143 -3.890676 0.191669 0.0 0.1 0.5 0.114
H 5.009589 -3.701470 -1.091184 0.3 -0.2 0.0 0.121
H 5.096751 -2.209380 1.266395 0.2 0.0 0.0 0.060
```
Forces are in eV/Å.

LUMO level   0.471 eV
SMILES   COC[C@H](C)N.COC[C@H](C)N.COC[C@H](C)N.COC[C@H](C)N.COC[C@H](C)N.COC[C@H](C)N.COC[C@H](C)N.COC[C@H](C)N.OCCO.OCCO.OCCO
Kohn-Sham gap   8.99 eV

Entry 3:
A molecular structure, C4H3S2 at a distorted geometry, computed with ωB97M-V/def2-TZVPD.

Geometry as XYZ:
```
9
Properties=species:S:1:pos:R:3:forces:R:3:lowdin_charge:R:1
C -0.037489 0.034884 0.043262 -1.4 0.2 0.2 -0.271
C -1.133928 0.920321 0.024694 0.7 -1.6 0.3 -0.871
C -1.288490 -0.494303 0.137442 -1.7 -2.2 -0.9 -0.317
C 1.420820 -0.112625 -0.013110 0.2 -0.1 -0.1 -0.050
S -1.678452 2.447791 -0.054283 -0.3 0.8 -0.1 0.454
S -2.659070 -2.321930 -0.073041 2.4 3.0 0.5 -0.177
H 1.787440 -0.469602 0.952766 0.0 0.0 -0.1 0.080
H 1.894923 0.841051 -0.241904 0.0 0.0 0.0 0.073
H 1.694244 -0.845587 -0.775828 0.0 0.0 0.1 0.080
```
Forces are in eV/Å.

LUMO level   3.547 eV
Charge   -1
Kohn-Sham gap   7.31 eV

Computed values of electronic energy (unit: Ha) for the preceding records, in sequence: -346.77289 -3002.55036 -950.52330.